# C40H60O20

A cluster of 10 separate species, C40H60O20 in total in a non-equilibrium geometry (ωB97M-V/def2-TZVPD, the Open Molecules 2025 dataset).

```
120
Properties=species:S:1:pos:R:3:forces:R:3:lowdin_charge:R:1
O 1.26971 -21.16937 13.58015 -0.512 1.179 -0.406 0.0861
C 0.89824 -20.09840 13.13118 0.497 -2.711 -0.575 -0.5198
O 1.07247 -18.97115 13.76808 0.204 1.699 0.499 0.0244
C 0.60689 -17.83723 12.99747 -0.396 0.932 -0.907 -0.1178
C 0.41539 -18.37734 11.54636 0.179 0.614 -0.639 -0.1530
C 0.28147 -19.87196 11.75745 -1.686 -0.494 -0.004 -0.0965
H 1.32241 -16.96173 13.01385 -0.743 -1.250 0.363 0.1142
H -0.37209 -17.52099 13.40742 0.630 -0.049 -0.039 0.1339
H 1.35726 -18.28087 10.97419 -0.385 0.558 0.230 0.0911
H -0.42109 -17.86920 10.95513 1.179 -0.723 1.014 0.1423
H 0.80908 -20.48064 11.01202 -0.252 0.108 0.281 0.1107
H -0.81220 -20.18776 11.76042 1.351 0.140 0.177 0.1477
O 5.80390 -19.71422 14.18263 -0.052 1.077 0.808 0.0902
C 5.54591 -18.56865 14.47160 -0.150 0.989 -1.350 -0.4101
O 6.47383 -17.64369 14.86163 1.030 -1.376 0.120 0.0155
C 5.89710 -16.36408 15.05262 -0.396 1.335 -0.842 -0.1672
C 4.41923 -16.67156 15.22623 -0.151 3.540 -0.268 -0.1479
C 4.25834 -17.75245 14.27144 -0.728 -2.995 -0.795 -0.0803
H 6.13089 -15.66439 14.21835 -0.444 -0.873 -0.232 0.1114
H 6.33935 -15.79828 15.84294 0.402 -0.432 1.102 0.1081
H 3.81290 -15.77046 14.95300 0.492 -0.708 0.372 0.1247
H 4.29027 -16.85139 16.26724 -0.564 -0.759 0.771 0.1198
H 4.28381 -17.36697 13.23650 0.144 -0.156 0.323 0.1184
H 3.38138 -18.42350 14.34004 0.360 0.459 0.151 0.1278
O 0.86346 -14.74148 12.37893 0.140 -0.150 0.035 0.0831
C 1.23934 -13.93669 13.19558 0.131 0.067 -1.689 -0.5139
O 0.82420 -13.97257 14.43880 0.037 0.175 1.647 0.0436
C 1.37454 -12.86690 15.20915 0.090 0.407 -0.661 -0.1044
C 1.90260 -11.86511 14.12947 0.546 0.543 1.739 -0.1433
C 2.13344 -12.73937 12.93553 0.583 -0.750 -1.022 -0.0817
H 2.18805 -13.20734 15.86001 -0.266 -0.189 -0.233 0.1143
H 0.54673 -12.46703 15.79559 0.176 -0.036 0.019 0.1205
H 2.80501 -11.35915 14.53507 -0.408 -0.445 -0.423 0.1052
H 1.17072 -11.06949 13.98862 -0.127 -0.175 -0.338 0.1107
H 3.17427 -13.11755 12.76706 -0.716 0.338 0.615 0.1105
H 1.85202 -12.33356 11.95922 -0.123 0.148 0.258 0.1317
O 5.50942 -18.94227 11.42974 0.513 1.735 0.441 0.1263
C 5.38780 -19.94877 10.83837 -1.310 -2.412 -1.190 -0.4507
O 6.41836 -20.60554 10.20615 -0.764 -0.313 0.578 0.0051
C 6.02747 -21.99206 10.02622 -2.520 0.590 0.274 -0.1159
C 4.44230 -21.97988 9.79278 1.319 0.940 0.697 -0.1165
C 4.07125 -20.79782 10.70342 -0.052 0.327 0.082 -0.0719
H 6.23527 -22.56652 10.91948 0.152 0.036 0.321 0.1068
H 6.55671 -22.39069 9.22270 0.971 -0.480 -1.348 0.1002
H 3.93673 -22.90040 10.06940 0.238 -0.133 0.000 0.1099
H 4.14621 -21.69053 8.77162 0.493 -0.374 0.222 0.1132
H 3.74248 -21.01921 11.74287 0.281 -0.206 -0.619 0.1333
H 3.22616 -20.27562 10.21540 0.650 0.405 0.506 0.1111
O 7.48035 -18.53364 17.89042 -1.076 -0.303 -0.039 0.1178
C 8.48668 -17.94881 17.69000 0.396 2.505 -0.194 -0.4661
O 8.47698 -16.60493 17.32678 0.069 -1.130 0.178 0.0154
C 9.82921 -16.12701 17.27957 0.250 0.484 -0.131 -0.1474
C 10.71974 -17.34470 17.07288 -0.670 -0.886 1.705 -0.0973
C 9.88579 -18.41258 17.82522 -0.008 0.510 0.385 -0.0566
H 10.04959 -15.58642 18.18697 0.050 -0.157 0.768 0.1190
H 9.89265 -15.35073 16.53385 -0.012 -0.128 -0.735 0.1053
H 11.65901 -17.33480 17.60162 0.535 0.645 -0.248 0.1146
H 10.85176 -17.58108 16.04054 0.126 -0.172 -0.372 0.0813
H 10.08157 -18.49333 18.92243 0.112 0.216 -0.786 0.1531
H 9.86652 -19.39646 17.43624 0.576 -1.109 -0.486 0.1055
O 10.88313 -20.98561 14.79578 -1.050 -0.644 0.062 0.0889
C 9.82311 -21.43565 14.43468 -0.226 0.436 -0.997 -0.4327
O 9.70106 -22.03264 13.17267 0.060 0.741 1.487 -0.0047
C 8.30527 -22.05489 12.79944 0.631 -0.170 -0.526 -0.1576
C 7.53987 -22.14446 14.10056 0.084 -0.834 1.407 -0.1583
C 8.40497 -21.38749 15.09937 1.892 0.676 1.292 -0.0684
H 8.21782 -22.91912 12.13464 -0.280 0.006 0.274 0.1199
H 8.14519 -21.17217 12.18360 -0.378 0.275 0.167 0.1114
H 7.47990 -23.19146 14.39439 0.041 -0.137 0.010 0.1231
H 6.55103 -21.74138 14.19718 -0.461 0.129 -0.782 0.0787
H 8.59958 -21.75708 16.19838 -0.926 0.358 -2.149 0.1649
H 8.04090 -20.31473 15.17324 0.607 -1.128 -0.051 0.1066
O 5.49726 -13.68396 11.87994 0.285 0.234 0.044 0.1168
C 5.09989 -14.53379 11.13632 -1.236 0.290 1.208 -0.4433
O 3.84522 -15.09048 11.34063 1.860 -0.587 -0.660 -0.0055
C 3.77261 -16.29698 10.49648 0.014 1.273 0.056 -0.0946
C 4.75519 -15.94881 9.32790 -1.317 -2.605 -0.761 -0.1425
C 5.76860 -15.07778 9.91306 0.319 0.945 0.973 -0.0917
H 2.72556 -16.33901 10.24716 -0.272 -0.153 -0.555 0.1099
H 4.00163 -17.18058 11.10036 0.424 0.224 -0.227 0.0871
H 4.21524 -15.54999 8.46727 -0.024 0.359 0.291 0.1223
H 5.26281 -16.82957 8.94276 -0.299 -0.423 -0.007 0.1126
H 6.01826 -14.23695 9.30768 0.276 0.695 -0.500 0.1276
H 6.70610 -15.55662 10.17396 0.048 -0.229 0.199 0.1285
O 4.74295 -13.42377 14.99233 -0.212 -0.030 -0.089 0.1057
C 5.75839 -12.80977 14.81937 -0.293 1.661 -0.014 -0.4811
O 6.94083 -13.25817 15.18783 0.649 -0.573 -0.090 0.0290
C 8.00157 -12.35887 14.79463 0.387 -0.838 -1.164 -0.1342
C 7.34644 -11.00392 14.57991 0.755 0.659 2.015 -0.1548
C 5.92816 -11.34720 14.26601 0.266 -2.365 0.523 -0.0658
H 8.45164 -12.73471 13.84069 -0.324 0.103 0.889 0.1286
H 8.71699 -12.47348 15.59543 0.379 0.440 -0.015 0.1236
H 7.86526 -10.38933 13.85753 0.046 -0.033 -0.290 0.1139
H 7.38931 -10.44721 15.55664 -0.089 -0.349 -0.859 0.1325
H 5.73717 -11.46350 13.22934 -0.477 0.374 -1.070 0.1044
H 5.24610 -10.76085 14.80649 -1.183 0.957 0.170 0.0988
O 5.74267 -23.90471 17.27632 -0.135 -1.178 -0.449 0.1104
C 5.56128 -22.79576 17.66426 -1.182 1.124 -1.746 -0.5296
O 6.38076 -22.20766 18.47765 1.720 0.736 2.306 0.0416
C 6.02405 -20.83741 18.79898 -0.793 -1.279 -0.981 -0.1076
C 4.57630 -20.72828 18.28382 -0.114 1.423 1.332 -0.1473
C 4.42299 -21.80637 17.26847 1.203 -0.850 0.265 -0.0571
H 6.69374 -20.21914 18.23831 0.022 0.073 -0.240 0.0659
H 6.16110 -20.57516 19.83105 0.014 -0.522 0.662 0.1229
H 4.63797 -19.72879 17.89589 -0.892 0.545 -0.697 0.0966
H 3.79293 -20.71472 19.06123 0.534 -0.251 -0.105 0.1225
H 4.47308 -21.39313 16.28248 0.753 -0.077 -0.840 0.1061
H 3.56297 -22.41890 17.22409 -1.358 -0.255 0.513 0.1099
O 10.01910 -14.70278 13.98528 0.098 -0.766 0.001 0.0889
C 9.77632 -15.84494 13.65255 -1.136 1.838 -0.424 -0.5087
O 10.44549 -16.88098 14.07687 0.505 -1.805 0.961 0.0361
C 9.80365 -18.14965 13.71641 -0.216 -0.709 1.138 -0.1228
C 8.86683 -17.81071 12.60971 -0.496 0.443 -1.621 -0.1343
C 8.72672 -16.24730 12.63390 1.485 -1.106 -0.666 -0.0238
H 9.17309 -18.65083 14.52206 1.063 1.409 -0.144 0.1232
H 10.58268 -18.88940 13.51670 0.053 0.460 -0.266 0.1236
H 7.96304 -18.39980 12.70205 -0.514 0.384 0.192 0.0878
H 9.25785 -18.13689 11.64976 0.291 0.170 -0.190 0.1151
H 7.75440 -15.86544 12.88152 -0.329 0.251 -0.015 0.0907
H 9.15623 -15.78543 11.70026 -0.941 -0.418 0.648 0.1449
```
Forces are in eV/Å.

## Properties
SMILES string: O=C1CCCO1.O=C1CCCO1.O=C1CCCO1.O=C1CCCO1.O=C1CCCO1.O=C1CCCO1.O=C1CCCO1.O=C1CCCO1.O=C1CCCO1.O=C1CCCO1
HOMO energy (eV): -9.516
Energy relative to the best compared isomer or geometry (same formula, charge and spin) (kcal per mole): 29.2
Gap between HOMO and LUMO (eV): 9.836
DFT total energy (eV): -83403.9181